1.
{"formula": "C6H14NO", "method": "wB97M-V/def2-TZVPD", "elements": ["C", "C", "C", "C", "C", "C", "N", "H", "H", "H", "H", "H", "H", "H", "H", "H", "H", "H", "H", "H", "H", "O"], "positions_angstrom": [[2.055, 0.382, 0.386], [1.544, 0.742, -0.998], [-0.047, 0.402, -1.158], [-0.568, -0.695, -1.720], [-1.794, 1.299, 0.372], [-0.925, 1.483, -0.635], [0.906, -0.343, 1.133], [2.457, 1.350, 0.855], [2.821, -0.412, 0.409], [1.916, 0.067, -1.872], [1.730, 1.769, -1.430], [0.009, -1.627, -2.051], [-1.653, -0.996, -1.966], [-2.025, 0.348, 0.761], [-2.367, 2.004, 0.872], [-0.873, 2.489, -1.128], [0.091, -0.892, 0.626], [0.244, 0.326, 1.648], [1.227, -1.110, 1.765], [-2.099, -1.794, 1.849], [-1.235, -2.885, 1.070], [-1.413, -1.910, 1.213]], "forces_ev_per_angstrom": [[0.008, -0.026, 0.159], [-2.067, -1.892, -4.022], [0.457, 0.960, -0.427], [-0.266, -2.563, -0.943], [1.190, -0.425, -1.258], [-0.806, 0.862, 0.174], [-2.057, -0.096, 1.522], [-1.018, -1.841, 0.169], [-0.006, 0.812, -0.371], [0.093, 0.914, 1.900], [-0.197, -0.896, 1.223], [-0.009, 1.758, 0.456], [1.470, 1.502, 0.935], [0.315, -1.376, 0.256], [-0.879, 1.867, 0.188], [0.334, -0.873, 0.689], [1.816, 1.191, -0.161], [1.491, -0.912, -0.439], [0.060, 1.265, -0.094], [-0.865, -0.263, 0.777], [-0.729, 1.645, 0.483], [1.664, -1.616, -1.215]], "mulliken_charge": [-0.407, -0.583, 0.171, -0.554, -0.885, -0.116, -0.311, 0.277, 0.305, 0.261, 0.436, 0.255, 0.257, 0.269, 0.313, 0.307, 0.188, 0.427, 0.412, 0.288, 0.280, -0.589], "total_energy_ev": -9977.6149, "charge": 1, "mol_weight_g_mol": 116.184, "lumo_ha": -0.1193, "gap_ev": 10.00}

2.
{"formula": "C6H14NO", "method": "wB97M-V/def2-TZVPD", "elements": ["C", "C", "C", "C", "C", "N", "C", "O", "H", "H", "H", "H", "H", "H", "H", "H", "H", "H", "H", "H", "H", "H"], "positions_angstrom": [[-0.560, 2.134, -2.301], [-0.217, 0.891, -2.038], [1.092, 0.405, -1.478], [1.107, 0.195, 0.028], [0.240, -0.877, 0.652], [-1.225, -0.773, 0.311], [0.314, -0.895, 2.179], [-0.817, -1.598, 2.605], [-1.592, 2.353, -2.556], [0.160, 2.932, -2.322], [-1.048, 0.189, -2.065], [1.807, 1.214, -1.622], [1.466, -0.430, -2.045], [0.872, 1.130, 0.547], [2.114, -0.041, 0.380], [0.496, -1.863, 0.282], [-1.692, -1.183, 1.146], [-1.537, 0.205, 0.238], [-1.506, -1.231, -0.540], [1.226, -1.382, 2.527], [0.269, 0.138, 2.523], [-0.966, -1.513, 3.548]], "forces_ev_per_angstrom": [[-0.179, 0.190, -0.313], [-0.553, -0.600, 0.997], [0.120, 1.028, -0.303], [-0.129, -0.072, 0.806], [0.149, -0.690, -0.452], [-0.429, 1.105, 0.776], [0.143, 0.501, -0.228], [-0.648, -0.585, 0.258], [0.193, 0.162, -0.142], [0.135, 0.325, 0.112], [0.142, -0.283, -0.294], [0.171, -0.003, -0.243], [0.138, -0.599, -0.028], [-0.112, 0.164, -0.249], [0.134, -0.041, -0.235], [0.238, -0.222, -0.089], [-0.121, -0.148, -0.264], [0.193, -0.170, -0.046], [0.054, -0.350, -0.345], [0.122, 0.163, -0.178], [0.201, 0.134, 0.245], [0.039, -0.009, 0.213]], "mulliken_charge": [-0.796, -0.102, -0.691, -0.947, 0.138, -0.257, -0.649, -0.557, 0.271, 0.295, 0.263, 0.353, 0.348, 0.455, 0.386, 0.313, 0.362, 0.361, 0.338, 0.363, 0.422, 0.331], "total_energy_ev": -9979.4792, "charge": 1, "mol_weight_g_mol": 116.184, "lumo_ha": -0.1145, "gap_ev": 10.50}

3.
{"formula": "C6H14NO", "method": "wB97M-V/def2-TZVPD", "elements": ["C", "C", "C", "N", "H", "H", "H", "H", "H", "H", "C", "O", "C", "C", "H", "H", "H", "H", "H", "H", "H", "H"], "positions_angstrom": [[0.561, -2.695, 0.926], [0.408, -3.366, -0.209], [1.003, -0.555, 1.904], [0.743, -1.291, 0.895], [0.659, -3.157, 1.897], [0.464, -2.894, -1.182], [0.279, -4.439, -0.193], [0.984, 0.521, 1.806], [1.099, -1.037, 2.869], [0.511, -0.873, -0.011], [0.114, 1.764, -1.038], [0.680, 3.051, -1.092], [-1.363, 1.871, -0.675], [-1.967, 0.507, -0.316], [0.212, 1.257, -2.008], [0.672, 1.155, -0.309], [1.524, 3.012, -1.549], [-1.483, 2.606, 0.120], [-1.832, 2.242, -1.585], [-1.551, 0.109, 0.609], [-3.037, 0.649, -0.179], [-1.849, -0.192, -1.148]], "forces_ev_per_angstrom": [[0.411, -0.645, -0.461], [0.165, 0.119, 0.296], [-0.579, -0.159, -0.068], [-0.327, 0.060, 0.043], [-0.205, 0.075, 0.088], [-0.203, 0.097, 0.015], [0.001, 0.000, 0.048], [0.246, 0.035, -0.088], [0.253, 0.074, 0.016], [0.268, 0.307, 0.184], [-0.016, 0.031, -0.189], [-0.121, 0.012, 0.110], [0.607, -0.419, -0.429], [-0.163, 0.800, -0.334], [-0.036, -0.049, 0.047], [-0.001, -0.096, 0.229], [0.076, 0.080, -0.077], [-0.075, -0.020, 0.027], [-0.308, 0.209, 0.212], [-0.047, -0.121, 0.049], [-0.045, -0.250, 0.154], [0.098, -0.139, 0.127]], "mulliken_charge": [0.143, -0.758, -0.057, 0.084, 0.320, 0.252, 0.276, 0.324, 0.246, 0.101, -0.285, -0.506, -0.280, -0.996, 0.343, 0.012, 0.314, 0.336, 0.283, 0.232, 0.351, 0.265], "total_energy_ev": -9978.1288, "charge": 1, "mol_weight_g_mol": 116.184, "lumo_ha": -0.2027, "gap_ev": 8.13}

4.
{"formula": "C6H14NO", "method": "wB97M-V/def2-TZVPD", "elements": ["C", "C", "C", "C", "O", "C", "C", "N", "H", "H", "H", "H", "H", "H", "H", "H", "H", "H", "H", "H", "H", "H"], "positions_angstrom": [[-2.316, 0.877, 3.222], [-1.241, -0.104, 2.851], [-0.980, -0.431, 1.314], [2.147, -0.378, -1.138], [3.173, -1.339, -0.815], [0.829, -0.793, -0.501], [0.269, -0.477, 0.778], [0.438, 0.747, -4.665], [-3.160, 0.768, 2.583], [-1.957, 1.938, 2.958], [-1.397, -0.989, 3.392], [-0.247, 0.295, 3.152], [-1.908, -0.501, 0.748], [0.296, -0.114, -5.159], [2.105, -0.343, -2.176], [2.359, 0.637, -0.878], [2.570, -2.023, -0.414], [0.244, -1.079, -1.327], [1.114, -0.168, 1.460], [-2.590, 0.976, 4.316], [0.766, 1.480, -5.319], [-0.517, 1.021, -4.381]], "forces_ev_per_angstrom": [[0.462, 3.123, 0.005], [2.755, 1.339, -2.094], [-2.261, 0.460, 2.155], [0.597, -0.632, 1.744], [-2.073, -0.547, 1.343], [-1.563, 2.611, 0.248], [4.488, -0.233, -0.514], [-0.666, 1.058, 0.400], [-1.142, -0.342, -0.065], [-0.372, -1.421, 0.368], [-0.081, -1.864, 0.404], [-0.565, -0.409, 0.298], [0.276, -0.374, -0.415], [0.213, -0.294, -0.541], [-0.895, -0.211, -1.974], [0.580, 0.680, 0.961], [2.095, 0.055, -0.407], [-1.590, -1.097, -0.456], [-1.085, -0.288, -0.360], [0.373, -0.791, -1.358], [-0.285, -0.843, 0.476], [0.737, 0.019, -0.221]], "mulliken_charge": [-1.092, -0.421, 0.256, -0.312, -0.414, -0.619, -0.074, -0.701, 0.318, 0.288, 0.392, 0.310, 0.383, 0.233, 0.304, 0.335, 0.343, 0.406, 0.253, 0.329, 0.246, 0.237], "total_energy_ev": -9975.8006, "charge": 1, "mol_weight_g_mol": 116.184, "lumo_ha": -0.2723, "gap_ev": 5.69}

> What is the formula in the first record?

C6H14NO

> charge of number 1 (C6H14NO)?

+1

Please write out number 3 again, unchanged.
{"formula": "C6H14NO", "method": "wB97M-V/def2-TZVPD", "elements": ["C", "C", "C", "N", "H", "H", "H", "H", "H", "H", "C", "O", "C", "C", "H", "H", "H", "H", "H", "H", "H", "H"], "positions_angstrom": [[0.561, -2.695, 0.926], [0.408, -3.366, -0.209], [1.003, -0.555, 1.904], [0.743, -1.291, 0.895], [0.659, -3.157, 1.897], [0.464, -2.894, -1.182], [0.279, -4.439, -0.193], [0.984, 0.521, 1.806], [1.099, -1.037, 2.869], [0.511, -0.873, -0.011], [0.114, 1.764, -1.038], [0.680, 3.051, -1.092], [-1.363, 1.871, -0.675], [-1.967, 0.507, -0.316], [0.212, 1.257, -2.008], [0.672, 1.155, -0.309], [1.524, 3.012, -1.549], [-1.483, 2.606, 0.120], [-1.832, 2.242, -1.585], [-1.551, 0.109, 0.609], [-3.037, 0.649, -0.179], [-1.849, -0.192, -1.148]], "forces_ev_per_angstrom": [[0.411, -0.645, -0.461], [0.165, 0.119, 0.296], [-0.579, -0.159, -0.068], [-0.327, 0.060, 0.043], [-0.205, 0.075, 0.088], [-0.203, 0.097, 0.015], [0.001, 0.000, 0.048], [0.246, 0.035, -0.088], [0.253, 0.074, 0.016], [0.268, 0.307, 0.184], [-0.016, 0.031, -0.189], [-0.121, 0.012, 0.110], [0.607, -0.419, -0.429], [-0.163, 0.800, -0.334], [-0.036, -0.049, 0.047], [-0.001, -0.096, 0.229], [0.076, 0.080, -0.077], [-0.075, -0.020, 0.027], [-0.308, 0.209, 0.212], [-0.047, -0.121, 0.049], [-0.045, -0.250, 0.154], [0.098, -0.139, 0.127]], "mulliken_charge": [0.143, -0.758, -0.057, 0.084, 0.320, 0.252, 0.276, 0.324, 0.246, 0.101, -0.285, -0.506, -0.280, -0.996, 0.343, 0.012, 0.314, 0.336, 0.283, 0.232, 0.351, 0.265], "total_energy_ev": -9978.1288, "charge": 1, "mol_weight_g_mol": 116.184, "lumo_ha": -0.2027, "gap_ev": 8.13}